Density functional theory data (ωB97M-V with the def2-TZVPD basis set) for C4H12CrF4N6O16S4 as an isolated structure.

The geometry in XYZ format:
```
47
Properties=species:S:1:pos:R:3:forces:R:3
Cr -0.04901 0.22646 0.11994 0.5 0.8 0.3
N -0.99314 -1.50926 -0.00311 -4.0 -2.3 -2.3
S -1.23107 -2.86486 0.77378 5.0 -5.1 6.8
O -0.57678 -4.07359 0.21559 -2.1 3.1 0.4
O -2.37300 -2.99859 1.65299 0.2 0.3 -2.4
F -0.15960 -2.46002 1.93726 0.0 -0.1 -0.5
S -2.36164 -1.81781 -0.95278 -1.9 1.8 -6.3
O -3.63736 -1.54074 -0.39616 0.3 -0.6 1.0
O -2.25931 -2.90647 -1.95275 0.6 2.4 3.0
F -2.21275 -0.45780 -1.82962 0.8 -0.6 0.2
N 1.14198 1.61158 0.99920 3.9 2.4 -1.7
S 2.58108 2.28885 0.42707 2.0 1.7 -5.8
O 3.62137 1.29231 0.23875 -1.7 1.4 0.9
O 2.88302 3.69598 0.73847 -0.7 -3.4 0.7
F 1.98537 2.53912 -1.07394 0.6 -0.8 0.9
S 1.36500 2.17328 2.43154 -4.2 0.5 6.9
O 0.67454 3.38207 2.79252 1.0 -0.8 -1.1
O 2.59582 1.90255 3.12947 -0.3 -0.2 -1.5
F 0.34283 1.05482 2.98057 0.1 -0.3 0.8
C 1.50117 -2.88845 -2.35916 0.0 0.7 0.9
N 1.79523 -1.41227 -2.36708 1.0 0.7 -2.4
O 1.05075 -0.59414 -1.83694 0.1 -0.2 0.3
O 2.72242 -1.07452 -3.10575 -1.2 -0.5 1.5
H 2.31350 -3.30501 -1.76359 0.0 -0.2 -0.2
H 1.52727 -3.19113 -3.40597 0.0 -0.1 0.3
H 0.55351 -3.03882 -1.84202 0.1 -0.1 -0.3
C 3.12382 -1.47751 2.67740 -0.8 -1.3 0.4
N 2.83846 -1.60212 1.22188 1.8 -0.2 -1.0
O 3.75865 -2.13616 0.55669 -3.0 1.3 0.9
O 1.77835 -1.14517 0.78420 1.4 -0.7 -0.1
H 2.20911 -1.70889 3.22318 -0.3 0.6 -0.2
H 3.49504 -0.48245 2.92267 0.1 -0.2 -0.2
H 3.74398 -2.34609 2.89889 0.6 0.7 0.0
C -1.09540 2.66155 -3.67768 -0.3 0.5 0.3
N -1.35278 2.36220 -2.23471 0.0 -0.5 0.3
O -0.46289 1.87190 -1.55966 0.7 -0.5 -0.3
O -2.41971 2.64022 -1.77326 -0.9 0.3 -0.1
H -0.63007 3.64637 -3.63654 0.2 -0.1 -0.3
H -2.08475 2.75207 -4.12614 0.3 -0.1 -0.1
H -0.45236 1.91646 -4.14612 -0.1 0.1 0.4
C -4.17116 0.87756 1.71224 0.3 1.5 -0.4
N -2.91489 1.76353 1.56367 0.6 1.1 0.3
O -1.88051 1.18420 1.22389 -0.2 -0.5 -0.2
O -2.93838 2.97589 1.72360 -0.7 -2.1 -0.1
H -4.90848 1.45952 2.26521 0.3 -0.1 0.1
H -3.94371 -0.08951 2.16074 0.3 0.3 -0.3
H -4.49363 0.84300 0.67161 -0.1 -0.6 0.1
```
Forces are in eV/Å.

**LUMO energy (spin up / spin down)**: -1.90 / -1.49 eV
**F_max**: 9.88 eV/A
**Spin multiplicity**: 5
**Relative energy (zero: lowest compared OMol25 entry of this formula, charge and spin)**: 3.648 eV
**Kohn-Sham gap (spin up / spin down)**: 8.810 / 9.538 eV
**DFT total energy**: -4728.18673 Eh

Density functional theory data (ωB97M-V with the def2-TZVPD basis set) for C4H12CrF4N6O16S4 as an isolated structure.

The geometry in XYZ format:
```
47
Properties=species:S:1:pos:R:3:forces:R:3
Cr 16.77360 6.15575 -35.47135 0.4 0.8 0.0
N 17.18021 4.23391 -35.76984 -1.2 0.7 2.8
S 17.79226 3.35031 -36.87753 1.1 -4.2 -1.9
O 16.93016 2.43445 -37.63865 1.2 1.5 0.0
O 19.24047 3.09484 -36.60643 -0.8 0.6 -0.9
F 17.96107 4.56334 -37.88106 -0.1 0.3 -0.7
S 17.07000 2.85440 -34.72400 1.8 -2.5 0.7
O 18.32207 2.36596 -34.17947 -1.0 1.1 0.1
O 15.99755 1.94923 -34.97683 -0.7 0.6 0.0
F 16.51489 3.74190 -33.52429 -0.3 0.3 0.0
N 16.46718 8.11400 -35.58648 -0.3 2.3 -4.6
S 16.42993 9.14188 -36.98604 -0.1 -0.6 -6.6
O 17.46144 10.18265 -37.11909 -2.3 -2.4 1.1
O 15.10507 9.37760 -37.55622 2.3 -0.4 1.9
F 16.95959 7.94638 -37.94574 0.1 0.5 0.7
S 16.35523 9.34367 -34.71443 2.2 4.3 10.6
O 15.14030 10.14568 -34.75967 1.9 -0.6 -1.4
O 17.67145 9.91097 -34.26921 -3.7 -0.9 -2.2
F 16.02053 8.52469 -33.38050 -0.3 -0.8 0.5
C 20.93586 6.05516 -37.24248 0.6 -0.2 -1.0
N 20.13406 6.28256 -35.98348 -0.4 -0.2 -1.9
O 20.70245 6.04578 -34.96248 -0.7 0.2 0.4
O 18.95807 6.69592 -36.15292 1.2 -0.8 0.7
H 21.31157 5.03722 -37.34605 -0.4 -0.2 0.9
H 21.84121 6.66197 -37.22774 -0.3 0.3 0.3
H 20.39328 6.20827 -38.17535 -0.5 0.5 0.6
C 18.20986 5.76263 -31.15058 1.3 -0.4 1.4
N 18.29777 6.64818 -32.28721 -1.2 2.2 -1.2
O 18.53371 7.82567 -32.16884 0.7 -0.5 0.9
O 17.93668 6.19511 -33.35877 -0.1 -1.3 -1.0
H 18.63402 6.29069 -30.29658 -0.6 0.2 0.0
H 18.91793 4.94806 -31.30290 -0.5 -0.3 -0.4
H 17.17388 5.44346 -31.03654 0.3 0.0 0.0
C 14.22461 4.30469 -39.12819 -0.4 0.5 -0.3
N 14.59809 5.60406 -38.57220 -0.5 1.5 -2.0
O 15.15124 5.57562 -37.49467 0.2 0.7 0.6
O 14.40972 6.56926 -39.32324 0.6 -1.0 1.9
H 13.41277 4.48717 -39.83226 0.0 -0.2 0.2
H 13.95594 3.69925 -38.26254 0.4 -0.5 -0.6
H 15.12706 4.13098 -39.71429 -0.1 -1.1 0.3
C 12.76396 7.19352 -33.75865 0.5 -0.1 -0.6
N 13.63212 6.06516 -34.18296 -1.6 6.5 -1.0
O 13.25862 5.00299 -33.71772 -1.1 -6.2 2.3
O 14.70097 6.22723 -34.77101 2.6 -0.4 -1.2
H 11.91548 6.76417 -33.22589 0.1 0.3 0.1
H 12.45691 7.69297 -34.67755 -0.2 -0.1 0.0
H 13.37203 7.89813 -33.19130 -0.1 -0.2 0.3
```
Forces are in eV/Å.

**LUMO energy (spin up / spin down)**: -1.16 / -5.04 eV
**F_max**: 11.60 eV/A
**Spin multiplicity**: 9
**Kohn-Sham gap (spin up / spin down)**: 5.772 / 5.436 eV
**DFT total energy**: -4727.86810 Eh

Density functional theory data (ωB97M-V with the def2-TZVPD basis set) for C4H12CsO2 as an isolated structure.

The geometry in XYZ format:
```
19
Properties=species:S:1:pos:R:3:forces:R:3
Cs -0.26000 -1.58144 -1.27814 -5.4 -8.1 -6.4
C -0.81127 1.14787 -0.63968 -0.5 1.4 1.2
C -1.61854 1.17461 -1.92754 1.2 0.2 1.5
O -0.96235 0.19770 -2.72105 -1.5 2.1 -2.7
H -0.83550 0.23180 -0.04948 -1.1 1.1 -0.1
H -1.18059 1.94580 0.00453 0.0 0.0 0.2
H 0.25750 1.33323 -0.74669 -0.1 0.2 -0.6
H -1.54038 2.18072 -2.33952 -0.1 -0.1 -0.3
H -2.66345 0.94204 -1.72222 -0.1 -0.1 -0.2
H -1.36700 0.28039 -3.58766 0.2 -0.3 -0.5
C 1.32006 -1.35178 2.45606 -0.7 1.0 -0.9
C 0.97868 -0.23805 1.39969 1.3 -0.8 2.4
O 1.03119 -0.80938 0.11108 5.8 3.4 5.5
H 0.65059 -2.19134 2.26880 0.0 -0.1 0.2
H 1.16467 -0.97126 3.46559 0.1 -0.1 0.0
H 2.34606 -1.69943 2.33543 0.0 0.1 0.1
H 1.69378 0.57966 1.48957 -0.1 0.1 -0.1
H -0.03256 0.14971 1.52276 0.2 -0.1 0.2
H 1.82912 -1.32083 -0.04153 0.8 0.1 0.6
```
Forces are in eV/Å.

**LUMO energy**: -3.11 eV
**F_max**: 11.70 eV/A
**Relative energy (zero: lowest compared OMol25 entry of this formula, charge and spin)**: 4.491 eV
**Kohn-Sham gap**: 11.256 eV
**Total charge**: +1
**DFT total energy**: -329.85886 Eh

Density functional theory data (ωB97M-V with the def2-TZVPD basis set) for C4H12CuIO8S as an isolated structure.

The geometry in XYZ format:
```
27
Properties=species:S:1:pos:R:3:forces:R:3
Cu 0.26338 0.27947 0.93982 -0.9 1.4 1.0
S -1.71912 1.09886 2.71478 -3.8 2.0 3.7
O -1.53292 1.19464 4.15187 1.9 -0.6 0.4
O -1.51659 -0.26653 2.21955 1.2 -2.5 -1.7
O -3.05401 1.65273 2.52907 -0.6 -0.5 -1.9
O -0.77339 1.86176 1.89426 3.0 0.9 -1.8
I 2.74677 1.36774 -0.15040 -0.8 -0.4 0.3
C -0.21866 2.18188 -2.89204 -0.4 0.3 2.0
C -0.56613 0.95412 -2.12247 0.1 -1.0 1.7
O -1.02437 1.20865 -0.75564 0.2 -0.3 -2.0
O 0.41879 1.76638 -4.04538 0.1 0.3 -1.4
H 0.42211 2.74757 -2.21565 0.3 0.3 -0.2
H -1.11768 2.77282 -3.06711 -0.2 0.2 -0.3
H 0.35571 0.40211 -1.93918 0.1 -0.1 -0.4
H -1.24692 0.31337 -2.68288 -0.3 0.0 0.1
H -1.68601 1.90146 -0.81761 -0.2 0.1 0.7
H 0.05743 2.33084 -4.73269 0.4 -0.2 -0.4
C 0.97467 -2.42528 1.89330 1.7 -0.3 1.6
C 0.96802 -2.79693 0.42431 -0.6 0.2 0.8
O 0.28855 -1.76068 -0.27954 0.2 -0.4 0.0
O 1.62726 -1.12876 2.07412 -1.5 -0.8 -0.8
H 1.47815 -3.17833 2.49954 1.1 -0.3 -0.5
H 0.05884 -2.54860 2.47134 -0.9 1.2 -0.9
H 0.39786 -3.71752 0.29964 0.0 -0.2 0.2
H 1.95490 -2.96181 -0.00811 0.2 0.2 0.3
H 0.10674 -2.18612 -1.12070 -0.3 0.8 -0.4
H 2.33656 -1.06388 2.71777 -0.2 -0.3 0.0
```
Forces are in eV/Å.

**LUMO energy (spin up / spin down)**: 2.46 / 1.37 eV
**F_max**: 5.64 eV/A
**Spin multiplicity**: 2
**Relative energy (zero: lowest compared OMol25 entry of this formula, charge and spin)**: 0.000 eV
**Kohn-Sham gap (spin up / spin down)**: 7.085 / 5.945 eV
**Total charge**: -1
**DFT total energy**: -3097.91736 Eh